1.
Formula: C14H28Cl4FO12Pd
Source: the Open Molecules 2025 dataset
Level of theory: ωB97M-V/def2-TZVPD

ORCA input file:
```
! RIJCOSX wB97M-V def2-TZVPD def2/J DEFGRID3
* xyz 2 4
Pd -4.49 -18.99 -35.00
F -5.68 -20.64 -35.54
C -0.51 -20.52 -33.42
O -0.92 -21.54 -34.33
C -1.89 -21.31 -35.16
O -2.56 -20.29 -35.25
O -2.05 -22.50 -35.82
C -3.18 -22.68 -36.69
H 0.53 -20.26 -33.63
H -0.60 -21.00 -32.45
H -1.04 -19.57 -33.42
H -3.70 -23.58 -36.35
H -2.90 -22.99 -37.70
H -3.88 -21.85 -36.62
C -4.21 -22.43 -32.54
O -4.41 -21.44 -31.55
C -4.19 -20.15 -31.85
O -3.86 -19.67 -32.96
O -4.39 -19.46 -30.70
C -4.48 -18.03 -30.66
H -4.97 -23.21 -32.47
H -3.22 -22.88 -32.40
H -4.15 -22.00 -33.54
H -3.49 -17.59 -30.62
H -4.91 -17.78 -29.69
H -4.92 -17.58 -31.54
C -7.88 -20.19 -32.80
O -8.23 -18.80 -32.90
C -7.25 -17.92 -33.28
O -6.08 -18.18 -33.62
O -7.70 -16.68 -33.13
C -6.97 -15.55 -33.46
H -7.42 -20.32 -31.82
H -7.21 -20.51 -33.60
H -8.81 -20.77 -32.83
H -6.04 -15.42 -32.90
H -7.49 -14.63 -33.20
H -6.78 -15.49 -34.53
C -4.89 -15.53 -37.49
O -6.18 -15.88 -37.60
C -6.57 -17.04 -37.02
O -5.82 -17.75 -36.31
O -7.85 -17.21 -37.39
C -8.48 -18.38 -36.92
H -4.76 -14.51 -37.87
H -4.14 -16.23 -37.85
H -4.82 -15.39 -36.41
H -7.79 -19.20 -37.14
H -9.39 -18.56 -37.49
H -8.76 -18.48 -35.87
C -6.48 -20.94 -38.67
Cl -8.20 -21.06 -38.78
Cl -5.66 -21.62 -40.08
H -6.20 -19.89 -38.53
H -6.08 -21.55 -37.86
C -7.77 -23.31 -35.44
Cl -9.08 -23.07 -34.21
Cl -6.55 -24.34 -34.70
H -8.31 -23.83 -36.24
H -7.32 -22.33 -35.63
*
```

HOMO energy (spin up / spin down) = -16.31 / -15.66 eV
maximum force = 4.76 eV/A
LUMO energy (spin up / spin down) = -5.20 / -13.07 eV
total energy = -95806.98296 eV
energy above the lowest of the compared OMol25 structures with the same formula, charge and spin = 0.0 kJ/mol


2.
Formula: C14H28F6NO4PS
Source: the Open Molecules 2025 dataset
Level of theory: ωB97M-V/def2-TZVPD

ORCA input file:
```
! RIJCOSX wB97M-V def2-TZVPD def2/J DEFGRID3
* xyz 0 1
C -2.91 1.61 0.20
C -2.94 0.14 -0.23
C -1.94 -0.26 -1.34
C -0.99 -1.33 -0.82
O -0.09 -0.71 0.13
N 1.06 -1.47 0.43
S 0.70 -3.22 0.72
C 1.52 -0.95 1.77
C 2.10 0.47 1.77
C 1.11 1.60 2.12
C 0.68 2.41 0.89
C 1.78 3.35 0.46
O 1.45 4.02 -0.77
C 1.75 3.30 -1.89
C 0.54 2.90 -2.70
O 2.86 3.04 -2.20
C 2.05 -1.29 -0.69
C 3.46 -1.72 -0.28
C 4.51 -1.65 -1.40
O 4.31 -0.67 -0.18
H -3.82 2.13 -0.08
H -2.08 2.16 -0.28
H -2.79 1.71 1.28
H -3.92 -0.10 -0.64
H -2.76 -0.52 0.60
H -2.45 -0.73 -2.18
H -1.38 0.59 -1.75
H -0.44 -1.80 -1.64
H -1.60 -2.08 -0.32
H 1.02 -3.62 -0.52
H 2.21 -1.67 2.20
H 0.62 -0.97 2.39
H 2.60 0.71 0.84
H 2.89 0.45 2.53
H 1.64 2.28 2.79
H 0.24 1.23 2.67
H -0.24 2.96 1.10
H 0.46 1.70 0.08
H 1.92 4.14 1.20
H 2.74 2.83 0.35
H 0.52 1.81 -2.79
H -0.38 3.24 -2.23
H 0.62 3.34 -3.69
H 2.09 -0.23 -0.91
H 1.72 -1.89 -1.53
H 3.52 -2.58 0.39
H 5.26 -1.09 -1.95
H 3.73 -1.38 -2.15
F -4.10 -4.63 0.71
P -4.73 -3.18 1.19
F -3.90 -2.25 2.28
F -5.43 -1.75 0.76
F -3.49 -2.67 0.14
F -5.13 -3.98 2.57
F -6.15 -3.75 0.59
*
```

HOMO energy = -10.45 eV
maximum force = 4.00 eV/A
LUMO energy = -1.48 eV
total energy = -61076.88823 eV


3.
Formula: C14H28Hg2O10S3
Source: the Open Molecules 2025 dataset
Level of theory: ωB97M-V/def2-TZVPD

ORCA input file:
```
! RIJCOSX wB97M-V def2-TZVPD def2/J DEFGRID3
* xyz 3 2
Hg -3.48 -15.24 -17.71
Hg -0.19 -15.65 -16.21
O -1.69 -17.65 -14.24
C -2.87 -17.26 -14.91
O -3.95 -17.76 -14.59
O -2.80 -16.29 -15.70
H -1.99 -18.37 -13.68
C -1.69 -12.59 -16.32
O -1.61 -13.85 -16.98
H -2.21 -11.91 -17.00
H -2.25 -12.61 -15.38
H -0.74 -12.13 -16.05
C -3.26 -9.39 -13.45
C -2.48 -10.62 -12.90
C -3.32 -11.60 -12.14
S -5.04 -10.91 -12.03
O -5.06 -10.18 -10.76
O -6.10 -11.93 -12.28
C -4.76 -9.76 -13.53
H -2.91 -8.96 -14.38
H -2.92 -8.56 -12.83
H -1.73 -10.29 -12.18
H -2.12 -11.03 -13.84
H -2.93 -12.20 -11.32
H -3.60 -12.36 -12.87
H -5.49 -8.97 -13.35
H -4.96 -10.43 -14.37
C 1.46 -13.92 -10.91
C 1.95 -12.87 -11.94
C 0.66 -12.61 -12.79
S -0.26 -14.32 -12.86
O 0.05 -14.86 -14.18
O -1.58 -14.16 -12.33
C 0.81 -15.07 -11.58
H 0.78 -13.42 -10.21
H 2.22 -14.33 -10.24
H 2.86 -13.21 -12.45
H 2.22 -11.97 -11.39
H 0.99 -12.24 -13.76
H -0.07 -11.99 -12.26
H 1.53 -15.84 -11.86
H 0.15 -15.70 -10.99
C 4.40 -12.62 -16.49
C 3.52 -11.30 -16.65
C 2.08 -11.81 -16.77
S 2.10 -13.42 -17.67
O 1.74 -13.36 -19.08
O 1.64 -14.42 -16.65
C 3.94 -13.51 -17.66
H 4.18 -13.08 -15.53
H 5.45 -12.41 -16.30
H 3.80 -10.66 -17.49
H 3.76 -10.68 -15.79
H 1.33 -11.31 -17.38
H 1.62 -12.01 -15.80
H 4.09 -12.85 -18.51
H 4.26 -14.53 -17.87
*
```

HOMO energy (spin up / spin down) = -17.57 / -17.68 eV
maximum force = 6.15 eV/A
LUMO energy (spin up / spin down) = -13.01 / -13.30 eV
total energy = -76264.10930 eV


4.
Formula: C14H28N2O4
Source: the Open Molecules 2025 dataset
Level of theory: ωB97M-V/def2-TZVPD

ORCA input file:
```
! RIJCOSX wB97M-V def2-TZVPD def2/J DEFGRID3
* xyz 0 1
C 6.81 0.00 -1.60
C 5.54 0.47 -0.91
C 5.53 2.00 -0.79
O 5.53 -0.17 0.36
C 4.36 -0.08 1.13
C 3.18 -0.88 0.56
C 2.04 -0.96 1.58
N 0.90 -1.66 1.04
C -0.28 -1.09 0.77
O -0.59 0.06 1.00
C -1.26 -2.10 0.16
O -0.96 -3.28 0.02
N -2.43 -1.55 -0.15
C -3.56 -2.25 -0.70
C -4.37 -1.34 -1.61
C -4.91 -0.12 -0.87
O -3.85 0.81 -0.71
C -4.00 1.84 0.25
C -5.32 2.60 0.10
C -3.80 1.34 1.68
H 6.82 -1.09 -1.66
H 7.68 0.32 -1.04
H 6.87 0.41 -2.61
H 4.67 0.15 -1.49
H 4.58 2.36 -0.39
H 6.33 2.32 -0.13
H 5.67 2.44 -1.77
H 4.06 0.97 1.27
H 4.64 -0.49 2.10
H 3.52 -1.89 0.31
H 2.80 -0.41 -0.35
H 2.38 -1.46 2.49
H 1.69 0.05 1.83
H 0.98 -2.64 0.78
H -2.53 -0.54 -0.04
H -4.19 -2.62 0.11
H -3.17 -3.12 -1.25
H -3.75 -0.99 -2.44
H -5.21 -1.90 -2.03
H -5.72 0.34 -1.46
H -5.32 -0.42 0.10
H -3.18 2.52 0.01
H -6.16 1.99 0.43
H -5.29 3.50 0.71
H -5.48 2.89 -0.93
H -4.56 0.61 1.95
H -3.87 2.17 2.37
H -2.82 0.88 1.78
*
```

HOMO energy = -9.41 eV
maximum force = 0.55 eV/A
LUMO energy = 0.86 eV
total energy = -26143.39346 eV
energy above the lowest of the compared OMol25 structures with the same formula, charge and spin = 126.9 kJ/mol
SMILES string = CC(C)OCCCNC(=O)C(=O)NCCCOC(C)C


5.
Formula: C14H28N2O4
Source: the Open Molecules 2025 dataset
Level of theory: ωB97M-V/def2-TZVPD

ORCA input file:
```
! RIJCOSX wB97M-V def2-TZVPD def2/J DEFGRID3
* xyz 0 1
C 3.83 2.80 3.05
N 2.40 2.73 2.75
C 1.81 1.75 2.07
O 2.45 0.78 1.65
C 0.28 1.78 1.85
C -0.11 2.34 0.46
C 0.46 1.58 -0.74
C -0.09 0.15 -0.84
C 0.11 2.31 -2.04
N -0.54 2.45 2.89
C -0.50 3.72 3.29
C -1.47 4.10 4.38
O 0.28 4.55 2.85
H 4.38 3.10 2.16
H 4.19 1.82 3.37
H 4.01 3.52 3.85
H 1.82 3.53 3.00
H -0.03 0.74 1.86
H -1.20 2.35 0.38
H 0.23 3.38 0.41
H 1.55 1.54 -0.68
H 0.27 -0.44 0.00
H -1.18 0.17 -0.84
H 0.26 -0.30 -1.76
H -0.98 2.35 -2.16
H 0.50 3.32 -2.01
H 0.55 1.79 -2.89
H -1.23 1.87 3.34
H -2.49 3.97 4.02
H -1.30 3.48 5.26
H -1.32 5.15 4.64
C -0.62 -4.64 -0.50
C -1.41 -4.87 -1.79
C -0.74 -4.29 -3.05
C -0.38 -2.80 -2.90
C -1.67 -4.52 -4.25
O -2.50 -3.66 -4.54
O -1.55 -5.67 -4.94
H -0.60 -3.57 -0.24
H 0.41 -4.99 -0.61
H -1.08 -5.18 0.33
H -1.53 -5.95 -1.93
H -2.40 -4.43 -1.67
H 0.19 -4.84 -3.25
H 0.42 -2.68 -2.16
H -1.25 -2.23 -2.57
H -0.03 -2.39 -3.85
H -2.21 -5.62 -5.64
*
```

HOMO energy = -9.39 eV
maximum force = 1.83 eV/A
LUMO energy = 0.58 eV
total energy = -26144.32439 eV
energy above the lowest of the compared OMol25 structures with the same formula, charge and spin = 37.1 kJ/mol
SMILES string = CNC(=O)[C@H](CC(C)C)NC(C)=O.CC[C@H](C)C(=O)O


6.
Formula: C14H28N3O4S
Source: the Open Molecules 2025 dataset
Level of theory: ωB97M-V/def2-TZVPD

ORCA input file:
```
! RIJCOSX wB97M-V def2-TZVPD def2/J DEFGRID3
* xyz 1 1
C -0.21 -3.73 0.13
C 1.25 -3.68 -0.28
O 1.64 -2.38 -0.73
C 1.94 -1.48 0.21
O 1.84 -1.65 1.41
N 2.37 -0.29 -0.31
C 2.26 0.04 -1.71
C 1.92 1.55 -1.85
C 1.65 2.20 -0.49
N 0.34 1.67 0.06
C 0.28 1.27 1.48
C -0.98 0.41 1.68
N -2.06 0.80 0.79
S -2.17 -0.12 -0.64
O -2.83 0.70 -1.61
O -0.81 -0.52 -0.98
C -3.19 -1.52 -0.17
C -4.55 -1.00 0.23
C -2.05 2.22 0.54
C -0.76 2.63 -0.22
C 2.85 1.99 0.43
C 3.30 0.52 0.44
H -0.36 -3.16 1.05
H -0.83 -3.31 -0.66
H -0.50 -4.76 0.30
H 1.44 -4.33 -1.14
H 1.89 -3.97 0.56
H 1.47 -0.57 -2.14
H 3.19 -0.18 -2.24
H 2.76 2.08 -2.30
H 1.06 1.68 -2.51
H 1.52 3.27 -0.63
H 0.12 0.78 -0.47
H 1.14 0.66 1.75
H 0.25 2.17 2.10
H -0.74 -0.64 1.48
H -1.33 0.49 2.72
H -3.23 -2.17 -1.04
H -2.67 -2.03 0.64
H -4.46 -0.36 1.10
H -5.21 -1.82 0.47
H -4.97 -0.43 -0.59
H -2.92 2.46 -0.07
H -2.13 2.74 1.49
H -0.96 2.63 -1.29
H -0.45 3.63 0.10
H 2.63 2.35 1.44
H 3.65 2.62 0.05
H 3.35 0.12 1.45
H 4.29 0.43 -0.02
*
```

HOMO energy = -12.44 eV
maximum force = 1.20 eV/A
LUMO energy = -2.10 eV
total energy = -38462.39921 eV
energy above the lowest of the compared OMol25 structures with the same formula, charge and spin = 0.0 kJ/mol
SMILES string = CCOC(=O)N1CCC([NH+]2CCN(S(=O)(=O)CC)CC2)CC1


7.
Formula: C14H28N4O5Sr
Source: the Open Molecules 2025 dataset
Level of theory: ωB97M-V/def2-TZVPD

ORCA input file:
```
! RIJCOSX wB97M-V def2-TZVPD def2/J DEFGRID3
* xyz 2 1
C -4.38 0.67 -1.88
O -3.63 -0.53 -1.66
C -3.01 -0.65 -0.40
C -1.53 -0.15 -0.42
C -1.34 1.22 0.20
C -0.26 2.16 -0.37
C 1.12 2.09 0.31
C 2.04 1.00 -0.26
N 3.40 1.48 -0.52
C 4.09 1.81 0.73
C 4.08 0.45 -1.24
C 3.72 0.35 -2.72
O 4.88 -0.30 -0.73
O -1.19 -0.07 -1.90
C -0.70 -1.22 -2.22
O -0.27 -1.42 -3.39
O -0.70 -2.12 -1.30
C -0.56 -1.28 -0.03
C -0.77 -2.22 1.14
C -0.77 -1.56 2.54
N -2.10 -0.99 2.75
N 0.20 -0.48 2.58
N -0.46 -2.53 3.58
H -4.46 1.26 -0.97
H -5.38 0.40 -2.21
H -3.90 1.28 -2.64
H -3.54 -0.10 0.37
H -3.04 -1.70 -0.14
H -1.18 1.07 1.27
H -2.30 1.74 0.11
H -0.14 2.00 -1.44
H -0.64 3.17 -0.26
H 0.96 1.89 1.37
H 1.61 3.06 0.21
H 2.09 0.15 0.44
H 1.63 0.63 -1.21
H 3.87 1.09 1.53
H 5.16 1.82 0.57
H 3.78 2.80 1.06
H 4.64 0.46 -3.29
H 3.01 1.12 -3.01
H 3.31 -0.64 -2.92
H 0.48 -0.95 -0.07
H 0.06 -2.93 1.12
H -1.67 -2.81 0.98
H -2.20 -0.80 3.74
H -2.81 -1.69 2.54
H -0.21 0.32 3.04
H 1.02 -0.74 3.13
H -0.93 -3.42 3.43
H 0.53 -2.74 3.62
Sr -1.60 -1.43 -5.17
*
```

HOMO energy = -13.39 eV
maximum force = 0.95 eV/A
LUMO energy = -8.68 eV
total energy = -31990.90120 eV


8.
Formula: C14H28O12
Source: the Open Molecules 2025 dataset
Level of theory: ωB97M-V/def2-TZVPD

ORCA input file:
```
! RIJCOSX wB97M-V def2-TZVPD def2/J DEFGRID3
* xyz 0 1
C 3.72 0.72 1.91
C 4.91 0.14 2.63
C 5.69 -0.96 1.88
O 7.03 -0.58 2.03
C 7.12 0.65 2.59
O 8.14 1.23 2.75
O 5.90 1.13 2.91
H 2.90 0.00 1.90
H 4.03 1.00 0.90
H 3.41 1.64 2.42
H 4.57 -0.31 3.57
H 5.40 -0.97 0.82
H 5.42 -1.91 2.33
C -3.91 1.47 2.81
C -5.00 1.35 1.76
C -6.38 0.90 2.32
O -7.30 1.80 1.70
C -6.64 2.85 1.18
O -7.15 3.79 0.66
O -5.32 2.68 1.32
H -3.51 0.48 3.06
H -4.24 1.97 3.71
H -3.08 2.05 2.39
H -4.61 0.76 0.92
H -6.40 1.11 3.39
H -6.61 -0.13 2.09
C 2.96 -3.71 -4.23
C 2.44 -2.30 -4.10
C 1.18 -2.09 -3.25
O 1.46 -0.89 -2.55
C 2.77 -0.67 -2.53
O 3.32 0.18 -1.90
O 3.41 -1.51 -3.38
H 3.30 -4.14 -3.29
H 3.73 -3.72 -4.99
H 2.11 -4.34 -4.53
H 2.27 -1.89 -5.11
H 1.00 -2.95 -2.60
H 0.29 -1.99 -3.86
C -0.22 0.50 0.29
O -1.59 0.92 0.27
H 0.06 0.26 -0.74
H 0.46 1.23 0.72
H -0.17 -0.43 0.86
H -1.59 1.84 -0.04
C -3.91 -1.51 -1.32
O -2.53 -1.47 -1.01
H -4.51 -1.79 -0.46
H -4.26 -0.50 -1.60
H -4.05 -2.17 -2.17
H -2.31 -0.67 -0.52
O -1.38 3.35 -1.12
H -1.01 4.15 -0.74
H -1.31 3.47 -2.07
*
```

HOMO energy = -10.14 eV
maximum force = 1.48 eV/A
LUMO energy = 0.17 eV
total energy = -39542.10238 eV
SMILES string = C[C@H]1COC(=O)O1.C[C@H]1COC(=O)O1.C[C@H]1COC(=O)O1.CO.CO.O